(1)
The following is a quantum chemistry calculation of 15 unconnected molecules or ions with the total composition C27H84O15 in a non-equilibrium geometry, from OMol25.

```
126
C27H84O15 ωB97M-V/def2-TZVPD
O 17.32 6.62 11.90
O 12.50 12.74 12.04
O 10.80 7.32 10.06
O 15.60 12.26 16.92
O 9.09 6.51 16.28
O 14.46 11.85 13.91
O 11.20 10.30 17.51
O 13.90 5.85 14.35
O 17.49 13.37 8.60
O 18.30 9.57 14.99
O 12.04 6.71 16.42
O 18.07 9.27 11.86
O 15.18 6.11 8.28
O 17.36 12.33 13.17
O 16.38 7.23 14.41
C 14.45 8.35 9.06
C 14.98 14.56 16.41
C 12.70 6.23 17.54
C 16.14 12.98 8.55
C 7.36 7.10 14.78
C 10.37 7.55 11.33
C 11.73 7.75 12.03
C 15.91 12.08 7.40
C 11.64 13.47 12.73
C 13.34 9.94 14.64
C 15.45 13.83 18.80
C 14.79 10.02 12.58
C 15.78 12.42 9.90
C 13.90 7.20 17.80
C 9.02 8.88 15.52
C 16.97 7.70 8.45
C 10.30 12.69 13.08
C 11.71 6.36 18.61
C 12.26 14.28 13.89
C 9.44 8.77 11.46
C 14.62 10.45 14.00
C 16.90 9.09 16.98
C 19.12 10.26 17.10
C 15.79 13.64 17.36
C 17.88 10.04 16.29
C 8.78 7.37 15.22
C 15.46 7.51 8.22
H 15.39 12.36 15.99
H 16.28 12.62 6.53
H 13.30 14.54 13.72
H 11.11 10.22 18.46
H 17.79 6.22 11.16
H 17.23 8.75 8.36
H 9.27 9.03 12.51
H 18.94 10.54 18.14
H 13.35 8.86 14.76
H 15.24 15.59 16.66
H 14.27 5.94 8.54
H 17.87 9.92 12.54
H 12.25 8.56 11.52
H 7.29 7.58 13.80
H 8.51 8.55 10.93
H 18.87 10.20 14.54
H 11.40 14.20 11.95
H 15.95 9.02 16.45
H 15.35 7.96 7.23
H 18.40 9.78 11.13
H 11.57 8.07 13.06
H 15.13 8.98 12.62
H 16.96 7.86 14.84
H 13.54 8.22 17.64
H 19.65 11.05 16.57
H 9.93 9.62 10.99
H 11.32 7.37 18.72
H 14.84 11.94 7.29
H 17.54 14.12 8.00
H 12.10 6.09 19.59
H 16.80 7.05 13.57
H 9.86 6.68 11.74
H 14.78 9.38 9.18
H 17.55 7.55 11.85
H 16.44 12.13 13.33
H 9.56 7.17 14.49
H 14.62 6.44 14.58
H 15.55 13.85 8.29
H 9.88 12.14 12.24
H 12.01 12.31 11.33
H 15.54 10.18 14.52
H 15.34 14.39 15.39
H 14.24 5.34 13.61
H 14.46 13.43 19.02
H 8.22 9.46 15.05
H 13.73 12.07 13.33
H 14.31 8.05 10.10
H 10.06 9.14 15.37
H 6.59 7.48 15.46
H 17.37 10.99 16.11
H 13.46 8.21 8.62
H 16.13 13.24 19.41
H 13.12 10.38 15.61
H 12.46 10.26 14.07
H 14.69 6.95 17.09
H 15.95 13.08 10.75
H 10.37 11.97 13.89
H 10.04 6.60 16.40
H 16.45 11.14 7.50
H 17.30 7.52 9.48
H 7.07 6.09 14.51
H 17.37 8.12 17.15
H 13.04 5.20 17.55
H 13.83 9.95 12.07
H 15.53 14.86 19.15
H 14.40 7.18 18.77
H 10.58 8.01 9.43
H 17.40 13.28 13.10
H 10.86 5.70 18.43
H 8.82 8.98 16.58
H 16.68 9.40 18.01
H 12.56 6.39 15.68
H 11.16 9.39 17.19
H 14.74 12.10 9.93
H 15.58 10.53 12.03
H 19.78 9.39 17.10
H 16.83 13.84 17.09
H 9.48 13.32 13.41
H 16.35 11.50 10.04
H 12.11 13.75 14.84
H 11.77 15.24 13.99
H 13.90 14.40 16.38
H 17.58 7.07 7.80
H 12.29 6.82 11.97
```

Results
Orbital gap ... 0.351 hartree
Total charge ... 0
HOMO ... -0.344 hartree
2S+1 ... 1

=====

(2)
The following is a quantum chemistry calculation of a single C4H11NO2 molecule in a non-equilibrium geometry, from OMol25.

```
18
C4H11NO2 ωB97M-V/def2-TZVPD
O 1.27 -0.09 -2.39
O 0.38 0.32 2.36
N -0.95 0.77 0.41
C 0.20 -1.40 -0.05
C -0.92 0.47 1.78
C -0.40 -0.09 -0.60
C 0.71 0.66 -1.32
H 0.94 0.25 -3.23
H 1.49 0.95 -0.64
H 0.66 -0.59 2.20
H -0.73 1.74 0.21
H 1.16 -1.20 0.42
H -0.44 -1.92 0.63
H -1.33 1.35 2.26
H 0.32 1.61 -1.71
H -1.16 -0.35 -1.34
H -1.52 -0.43 1.92
H 0.32 -2.05 -0.91
```

Results
Orbital gap ... 0.358 hartree
Total charge ... 0
SMILES ... C[C@H](CO)NCO
HOMO ... -0.329 hartree
2S+1 ... 1

=====

(3)
The following is a quantum chemistry calculation of a molecular structure, C42H38B4ClN7O20 in a non-equilibrium geometry, from OMol25.

```
112
C42H38B4ClN7O20 ωB97M-V/def2-TZVPD
Cl 6.59 -1.95 0.23
O 3.20 -5.33 1.88
O 1.05 -4.38 2.20
O 7.55 -0.28 12.26
O 2.32 0.63 -1.82
O 8.12 1.80 12.38
O -1.37 -3.17 1.07
O -6.31 -1.68 -0.05
O 2.88 -0.74 4.76
O 4.39 -0.25 3.30
O -12.67 0.22 -4.37
O -11.39 -0.94 -3.08
O 0.19 -3.30 -0.41
O -7.09 -1.13 -1.99
O 4.43 0.26 -1.97
O 4.75 1.18 -8.69
O 2.08 -4.15 0.05
O 4.16 -3.04 -0.22
O 4.15 -1.28 1.39
O 2.18 -1.71 0.09
O 6.19 0.11 -7.51
N 3.67 0.03 4.24
N -7.16 -1.72 -0.92
N -11.90 0.11 -3.44
N 7.61 0.85 11.81
N -0.93 -3.01 -0.05
N 5.61 1.12 -7.83
N 3.30 0.28 -2.43
C -11.79 3.68 -2.34
C 5.90 1.55 8.01
C -11.54 1.33 -2.70
C 4.22 -0.62 -4.54
C -1.83 -2.42 -1.06
C -1.37 -2.26 -2.36
C 2.96 1.75 5.86
C 6.58 4.68 -5.77
C 3.05 3.03 6.38
C -10.32 2.38 -0.94
C 4.04 -1.06 -5.84
C -10.64 1.24 -1.65
C -10.89 3.60 -1.28
C 5.84 0.28 8.58
C 5.96 2.36 -7.13
C -2.22 -1.72 -3.31
C -8.36 -2.52 -0.67
C 7.25 3.50 -5.48
C 6.41 0.04 9.82
C 5.59 4.69 -6.75
C -9.33 -2.62 -1.65
C -8.49 -3.18 0.55
C -3.52 -1.35 -2.96
C 5.28 3.53 -7.44
C 3.74 1.40 4.77
C 3.12 -0.17 -3.82
C 7.03 1.09 10.48
C 6.54 2.58 8.69
C 4.69 3.59 4.71
C 1.85 -0.15 -4.38
C 6.94 2.33 -6.16
C -9.61 -3.96 0.78
C -3.96 -1.51 -1.66
C 3.91 3.95 5.81
C -3.11 -2.05 -0.70
C -10.45 -3.40 -1.41
C 2.77 -1.05 -6.41
C 7.10 2.36 9.93
C 4.60 2.31 4.19
C -10.59 -4.07 -0.20
C -12.11 2.54 -3.06
C 1.68 -0.59 -5.68
B 2.13 -4.64 1.36
B 2.99 -0.82 0.75
B 2.77 -2.96 -0.03
B 4.83 -2.09 0.51
H -11.46 -4.68 -0.02
H 5.20 -0.63 -4.10
H 3.99 4.95 6.22
H -11.22 -3.49 -2.17
H 8.02 3.49 -4.72
H 7.47 1.42 -5.92
H -4.18 -0.94 -3.71
H 2.77 0.34 0.77
H -3.46 -2.17 0.32
H 4.51 3.54 -8.20
H -10.19 0.29 -1.38
H 2.28 1.04 6.31
H 2.63 -1.41 -7.42
H 6.59 3.57 8.24
H 6.36 -0.94 10.26
H 3.42 -6.14 1.39
H -9.23 -2.10 -2.59
H 5.35 -0.53 8.05
H -9.62 2.33 -0.11
H 6.82 5.59 -5.24
H -12.24 4.62 -2.60
H -0.37 -2.55 -2.63
H -9.72 -4.48 1.72
H -10.65 4.49 -0.72
H -4.96 -1.22 -1.38
H -12.81 2.60 -3.88
H 1.36 -3.74 2.86
H 5.21 2.03 3.34
H 4.88 -1.42 -6.41
H 0.69 -0.58 -6.12
H -1.88 -1.60 -4.33
H 2.44 3.31 7.23
H 7.59 3.16 10.46
H 1.00 0.20 -3.81
H -7.72 -3.10 1.31
H 5.07 5.61 -6.98
H 5.46 1.73 7.04
H 5.36 4.31 4.26
```

Results
Orbital gap ... 0.323 hartree
Total charge ... 0
HOMO ... -0.351 hartree
2S+1 ... 1

=====

(4)
The following is a quantum chemistry calculation of 3 unconnected molecules or ions with the total composition C3H11NO3 in a non-equilibrium geometry, from OMol25.

```
18
C3H11NO3 ωB97M-V/def2-TZVPD
O 3.09 0.19 -1.56
O -0.06 -2.24 1.26
O 1.99 2.70 1.40
N -2.61 -0.34 0.34
C -0.28 0.07 -0.57
C -1.43 -0.88 -0.24
C -1.00 -2.13 0.52
H -1.74 -2.95 0.40
H -3.12 0.18 -0.37
H 1.52 2.17 2.05
H 3.02 0.92 -0.93
H 1.27 2.93 0.79
H 3.58 -0.50 -1.11
H -0.64 0.83 -1.22
H 0.57 -0.40 -1.06
H 0.06 0.56 0.34
H -1.68 -1.30 -1.21
H -2.52 0.19 1.17
```

Results
Orbital gap ... 0.371 hartree
Total charge ... 0
SMILES ... C[C@H](N)C=O.O.O
HOMO ... -0.350 hartree
2S+1 ... 1

=====

(5)
The following is a quantum chemistry calculation of 2 unconnected molecules or ions with the total composition C5H4 in a non-equilibrium geometry, from OMol25.

```
9
C5H4 ωB97M-V/def2-TZVPD
C 0.10 2.18 0.90
C 0.49 -1.33 -1.74
C -0.55 1.10 1.04
C -0.16 -1.80 -0.72
C -0.33 -2.00 0.50
H 0.31 -1.16 -2.89
H -0.25 3.20 1.04
H -0.80 -2.46 1.28
H 1.18 2.26 0.59
```

Results
Orbital gap (spin up / spin down) ... 0.265 / 0.266 hartree
Total charge ... 0
HOMO (spin up / spin down) ... -0.299 / -0.298 hartree
2S+1 ... 1

=====

(6)
The following is a quantum chemistry calculation of a gas-phase ion, C21H26N3O3 (charge +1) in a non-equilibrium geometry, from OMol25.

```
53
C21H26N3O3 ωB97M-V/def2-TZVPD
O 3.63 -1.47 -1.89
O -1.34 -2.22 3.00
O 3.80 0.03 -4.35
N -1.15 1.98 -0.76
N -2.01 0.64 0.82
N -0.44 -1.27 0.72
C -0.38 0.88 -0.68
C -5.24 3.26 1.74
C -1.21 -3.31 3.91
C -4.09 2.37 1.38
C 3.89 0.81 -5.52
C 0.81 1.44 -2.74
C -0.25 -1.32 3.17
C 0.55 -1.29 1.85
C -3.17 2.72 0.43
C -2.93 0.28 1.75
C 4.85 -1.70 -2.57
C -3.96 1.12 2.04
C 1.73 -0.28 -1.37
C 2.76 -0.50 -2.27
C 0.57 -1.81 4.37
C -2.12 1.85 0.13
C -0.41 -2.74 5.08
C 2.81 0.27 -3.46
C -0.90 0.03 0.30
C 0.74 0.67 -1.58
C 1.82 1.24 -3.65
H 1.84 1.85 -4.54
H 0.90 -0.99 5.00
H -5.20 3.51 2.80
H 1.45 -2.37 4.03
H -0.67 -0.32 3.36
H -6.18 2.75 1.56
H 1.15 -2.20 1.77
H -2.82 -0.68 2.23
H 1.80 -0.87 -0.47
H 0.06 2.19 -2.91
H 3.00 0.69 -6.15
H 5.36 -2.45 -1.97
H -1.06 -2.18 5.74
H 0.09 -3.52 5.65
H 4.03 1.87 -5.29
H -5.21 4.18 1.16
H 5.45 -0.79 -2.61
H 1.20 -0.42 1.80
H -1.23 -1.85 1.08
H -4.69 0.83 2.77
H -2.21 -3.64 4.18
H 4.68 -2.08 -3.57
H -0.67 -4.14 3.43
H 4.76 0.44 -6.05
H -0.02 -1.72 -0.11
H -3.22 3.65 -0.11
```

Results
Orbital gap ... 0.295 hartree
Total charge ... +1
SMILES ... COc1ccc(-c2nc3cc(C)ccn3c2[NH2+]C[C@@H]2CCCO2)cc1OC
HOMO ... -0.381 hartree
2S+1 ... 1

=====

(7)
The following is a quantum chemistry calculation of 2 unconnected molecules or ions with the total composition C5H11O in a non-equilibrium geometry, from OMol25.

```
17
C5H11O ωB97M-V/def2-TZVPD
O 0.02 0.98 0.35
C -0.26 0.13 1.54
C 1.23 1.71 0.37
C -2.41 -0.70 -0.86
C 0.88 -1.26 -0.40
C -0.11 -0.36 0.22
H -1.14 0.16 2.14
H -2.66 -0.30 0.08
H 0.97 -1.18 -1.46
H 2.03 0.94 0.34
H 0.68 0.34 2.08
H -2.55 -1.80 -1.11
H -2.19 0.01 -1.61
H 1.45 2.22 -0.50
H 1.18 2.44 1.18
H 0.50 -2.29 -0.20
H 1.98 -1.04 0.04
```

Results
Orbital gap (spin up / spin down) ... 0.306 / 0.341 hartree
Total charge ... +1
HOMO (spin up / spin down) ... -0.482 / -0.492 hartree
2S+1 ... 1

=====

(8)
The following is a quantum chemistry calculation of a molecular structure, C7H4Cl5N2O5SeV, from OMol25.

```
25
C7H4Cl5N2O5SeV ωB97M-V/def2-TZVPD
Se -2.00 -2.23 -1.96
V 0.20 -0.91 -1.21
Cl -2.05 0.67 4.03
Cl 2.56 -2.11 3.48
Cl -2.27 0.89 0.91
Cl 0.36 -0.83 5.31
Cl 2.26 -1.82 0.32
O -0.43 -2.68 -1.33
O 1.34 0.66 -1.78
O -1.43 -0.61 -2.16
O -2.27 -2.93 -3.36
O -3.07 -2.30 -0.80
N 1.97 2.70 -2.44
N -0.20 2.32 -1.72
C 1.03 1.86 -1.97
C 1.22 -1.28 2.79
C 0.02 -0.51 0.81
C -0.85 -0.04 3.02
C 1.07 -1.15 1.42
C -0.94 0.05 1.64
C 0.23 -0.71 3.60
H 2.87 2.32 -2.65
H -0.92 1.68 -1.41
H 1.78 3.67 -2.64
H -0.46 3.28 -1.90
```

Results
Orbital gap (spin up / spin down) ... 0.311 / 0.331 hartree
Total charge ... 0
HOMO (spin up / spin down) ... -0.344 / -0.346 hartree
2S+1 ... 3